(1)
# C31H45F4N3OS

A 2-piece molecular cluster, C31H45F4N3OS overall in a non-equilibrium geometry (ωB97M-V/def2-TZVPD, the OMol25 dataset).

Atoms and positions in Å:
C1 2.39 2.75 2.78
C2 2.54 1.40 2.02
C3 2.45 1.60 0.51
F1 3.12 0.55 -0.12
C4 1.01 1.62 0.03
C5 0.23 0.46 0.04
C6 0.70 -0.92 0.45
C7 0.74 -1.91 -0.74
C8 2.14 -2.20 -1.32
C9 2.32 -1.75 -2.78
C10 3.37 -0.66 -2.98
O1 4.51 -0.91 -2.19
C11 5.39 0.19 -2.10
C12 -1.10 0.55 -0.35
C13 -1.68 1.74 -0.77
N1 -3.04 1.81 -1.12
C14 -3.34 1.82 -2.36
C15 -2.41 1.37 -3.46
C16 -4.72 2.26 -2.75
C17 -0.88 2.88 -0.80
C18 0.45 2.81 -0.43
N2 1.30 3.99 -0.50
C19 1.95 4.12 -1.78
F2 1.98 5.39 -2.21
F3 3.24 3.70 -1.71
F4 1.38 3.37 -2.75
C20 0.67 5.20 -0.06
C21 1.41 6.08 0.72
C22 0.86 7.27 1.14
C23 -0.44 7.60 0.80
C24 -1.19 6.72 0.04
C25 -0.64 5.52 -0.38
S1 -1.60 4.40 -1.34
H1 1.76 2.63 3.65
H2 3.37 3.10 3.09
H3 1.94 3.49 2.11
H4 3.53 1.01 2.25
H5 1.83 0.67 2.38
H6 2.94 2.54 0.29
H7 1.65 -0.89 0.96
H8 -0.02 -1.28 1.19
H9 0.37 -2.86 -0.33
H10 0.03 -1.63 -1.51
H11 2.29 -3.28 -1.30
H12 2.92 -1.79 -0.68
H13 2.60 -2.59 -3.42
H14 1.38 -1.37 -3.18
H15 2.92 0.32 -2.74
H16 3.68 -0.61 -4.03
H17 5.73 0.25 -1.07
H18 4.88 1.13 -2.32
H19 6.23 0.07 -2.79
H20 -1.73 -0.33 -0.33
H21 -1.52 2.00 -3.54
H22 -2.94 1.38 -4.41
H23 -2.11 0.34 -3.29
H24 -5.37 1.38 -2.80
H25 -5.11 2.90 -1.97
H26 -4.71 2.79 -3.70
H27 2.42 5.81 0.99
H28 1.43 7.96 1.76
H29 -0.85 8.55 1.12
H30 -2.21 6.99 -0.23
C26 -2.47 -3.45 0.69
C27 -1.88 -4.79 1.10
N3 -1.65 -4.90 2.52
C28 -0.85 -6.06 2.88
C29 -1.43 -7.45 2.62
C30 -2.81 -4.64 3.37
C31 -4.06 -5.51 3.16
H31 -1.84 -2.62 1.04
H32 -2.54 -3.39 -0.40
H33 -3.48 -3.30 1.08
H34 -0.91 -4.90 0.60
H35 -2.53 -5.59 0.70
H36 -0.59 -5.98 3.94
H37 0.10 -5.97 2.35
H38 -2.20 -7.72 3.34
H39 -0.63 -8.20 2.71
H40 -1.85 -7.54 1.61
H41 -3.10 -3.60 3.23
H42 -2.49 -4.71 4.41
H43 -4.29 -5.66 2.11
H44 -4.92 -5.02 3.63
H45 -3.96 -6.49 3.63

Results
**SMILES**: CC[C@@H](F)c1c(CCCCCOC)cc(N=C(C)C)c2c1N(C(F)(F)F)c1ccccc1S2.CCN(CC)CC
**Charge**: 0
**E_LUMO**: 0.02462 hartree
**DFT total energy**: -2245.3822 hartree
**E_HOMO**: -8.11 eV
**ΔE to the lowest compared entry with this formula, charge and spin**: 0.0000 eV



(2)
# C31H45InN7OS3Si4Te

C31H45InN7OS3Si4Te as an isolated structure (ωB97M-V/def2-TZVPD, the OMol25 dataset).

Atoms and positions in Å:
In1 -1.69 -0.40 -1.56
C1 1.97 1.30 -4.75
C2 0.64 1.23 -4.04
N1 0.09 0.15 -3.63
N2 0.78 -1.00 -3.91
C3 0.13 -2.11 -3.71
N3 0.79 -3.25 -4.11
S1 -1.47 -2.38 -3.10
C4 -0.10 2.50 -3.83
C5 0.35 3.69 -4.40
C6 -0.41 4.84 -4.26
C7 -1.61 4.77 -3.57
C8 -1.97 3.54 -3.02
N4 -1.23 2.45 -3.12
H1 2.40 0.31 -4.81
H2 1.85 1.70 -5.76
H3 2.64 1.96 -4.21
H4 1.78 -3.13 -4.27
H5 0.52 -4.09 -3.64
H6 1.28 3.72 -4.95
H7 -0.07 5.77 -4.69
H8 -2.24 5.63 -3.45
H9 -2.89 3.43 -2.47
O1 -2.13 2.15 -0.07
C9 -1.77 2.85 1.10
C10 -0.33 3.29 1.06
C11 0.51 3.21 2.16
C12 1.84 3.60 2.02
C13 2.27 4.05 0.78
C14 1.35 4.11 -0.25
N5 0.08 3.76 -0.12
H10 -1.64 2.55 -0.80
H11 -1.95 2.20 1.95
H12 -2.40 3.74 1.22
H13 0.14 2.81 3.10
H14 2.52 3.52 2.85
H15 3.30 4.34 0.62
H16 1.65 4.46 -1.24
S2 -3.21 -1.30 0.24
C15 -4.45 -0.08 0.14
C16 -5.28 0.10 1.25
C17 -6.31 1.02 1.27
C18 -7.12 1.15 2.45
N6 -7.77 1.26 3.39
C19 -6.54 1.82 0.14
C20 -5.72 1.66 -0.97
C21 -4.68 0.73 -1.00
S3 -3.74 0.65 -2.47
C22 -7.58 2.80 0.11
N7 -8.41 3.59 0.08
H17 -5.10 -0.51 2.13
H18 -5.88 2.29 -1.83
C23 4.36 -2.07 3.15
Si1 3.25 -0.82 2.27
C24 2.55 0.34 3.58
C25 4.34 0.19 1.11
Si2 1.47 -1.83 1.12
Te1 0.80 0.07 -0.37
Si3 2.24 -3.62 -0.18
C26 3.29 -4.82 0.83
C27 3.30 -2.92 -1.57
C28 0.80 -4.61 -0.87
Si4 -0.11 -2.43 2.74
C29 -1.27 -3.77 2.10
C30 -1.05 -0.92 3.32
C31 0.81 -3.18 4.21
H19 5.06 -1.54 3.80
H20 4.95 -2.65 2.44
H21 3.78 -2.76 3.76
H22 3.34 0.96 4.01
H23 2.09 -0.22 4.39
H24 1.80 1.00 3.14
H25 5.13 0.69 1.68
H26 3.76 0.95 0.59
H27 4.81 -0.45 0.36
H28 4.20 -4.35 1.19
H29 3.57 -5.68 0.22
H30 2.74 -5.19 1.70
H31 4.22 -2.50 -1.17
H32 2.76 -2.13 -2.10
H33 3.57 -3.70 -2.29
H34 0.32 -5.19 -0.08
H35 1.15 -5.31 -1.63
H36 0.04 -3.97 -1.32
H37 -1.68 -3.54 1.12
H38 -2.10 -3.92 2.79
H39 -0.72 -4.72 2.02
H40 -1.56 -0.44 2.49
H41 -0.36 -0.19 3.77
H42 -1.80 -1.20 4.07
H43 1.44 -4.02 3.91
H44 0.09 -3.55 4.95
H45 1.44 -2.44 4.71

Results
**Charge**: -1
**E_LUMO**: 0.07616 hartree
**DFT total energy**: -4477.8023 hartree
**E_HOMO**: -4.87 eV
**ΔE to the lowest compared entry with this formula, charge and spin**: 0.0000 eV



(3)
# C31H45N2O3P2S3Zn

C31H45N2O3P2S3Zn as an isolated structure in a non-equilibrium geometry (ωB97M-V/def2-TZVPD, the OMol25 dataset).

Atoms and positions in Å:
Zn1 -1.05 0.67 -0.80
S1 -3.60 3.91 -0.80
C1 -2.47 2.72 -0.80
S2 -1.87 2.10 0.65
S3 -1.87 2.10 -2.25
C2 -6.56 -0.55 0.99
C3 -5.93 -0.76 -0.24
C4 -4.53 -0.82 -0.30
C5 -3.73 -0.72 0.85
C6 -4.39 -0.46 2.06
C7 -5.79 -0.39 2.13
P1 -1.90 -0.80 0.67
C8 -1.24 -0.55 2.35
C9 -1.54 -1.37 3.45
C10 -0.99 -1.11 4.71
C11 -0.14 -0.02 4.89
C12 0.17 0.80 3.81
C13 -0.37 0.54 2.55
C14 -1.55 -2.56 0.27
C15 -0.67 -3.36 1.01
C16 -0.40 -4.69 0.65
C17 -0.98 -5.24 -0.49
C18 -1.81 -4.45 -1.28
C19 -2.09 -3.13 -0.91
H1 -7.64 -0.50 1.04
H2 -6.52 -0.85 -1.14
H3 -4.08 -0.93 -1.28
H4 -3.85 -0.29 2.98
H5 -6.27 -0.20 3.09
H6 -2.20 -2.22 3.34
H7 -1.24 -1.75 5.55
H8 0.29 0.18 5.87
H9 0.84 1.65 3.95
H10 -0.11 1.20 1.73
H11 -0.15 -2.98 1.88
H12 0.27 -5.29 1.25
H13 -0.76 -6.26 -0.78
H14 -2.25 -4.86 -2.19
H15 -2.71 -2.55 -1.58
C20 3.22 2.54 -3.63
C21 1.94 1.90 -4.15
O1 1.70 0.66 -3.49
P2 0.64 0.67 -2.26
O2 1.68 0.51 -1.04
C22 2.54 -0.63 -0.97
C23 3.93 -0.15 -0.60
O3 0.12 -0.86 -2.39
C24 -0.80 -1.15 -3.43
C25 -0.12 -1.96 -4.52
H16 3.45 3.45 -4.20
H17 4.06 1.85 -3.72
H18 3.12 2.80 -2.57
H19 2.07 1.67 -5.21
H20 1.10 2.59 -4.08
H21 2.60 -1.19 -1.91
H22 2.16 -1.30 -0.20
H23 4.33 0.52 -1.37
H24 4.62 -0.99 -0.47
H25 3.91 0.43 0.34
H26 -1.27 -0.26 -3.86
H27 -1.61 -1.75 -3.00
H28 0.69 -1.39 -4.99
H29 -0.83 -2.26 -5.29
H30 0.34 -2.86 -4.10
C26 3.30 -0.30 1.43
C27 2.51 0.63 2.36
N1 2.06 1.83 1.66
C28 2.71 3.10 1.98
C29 3.62 3.57 0.84
C30 0.97 1.78 0.69
C31 0.44 3.00 -0.02
N2 0.36 0.67 0.42
H31 3.64 -1.19 2.00
H32 4.19 0.24 1.05
H33 2.71 -0.65 0.57
H34 3.21 0.89 3.19
H35 1.65 0.12 2.83
H36 3.38 3.00 2.87
H37 1.95 3.87 2.26
H38 4.41 2.82 0.65
H39 4.11 4.53 1.12
H40 3.07 3.73 -0.11
H41 0.92 3.95 0.28
H42 -0.64 3.11 0.22
H43 0.56 2.87 -1.11
H44 0.59 -0.23 0.86
H45 -1.63 -0.34 -1.81

Results
**Charge**: -1
**E_LUMO**: 0.08639 hartree
**DFT total energy**: -5199.4704 hartree
**E_HOMO**: -2.05 eV



(4)
# C31H46BrN3OP2Pt

C31H46BrN3OP2Pt as an isolated structure in a non-equilibrium geometry (ωB97M-V/def2-TZVPD, the OMol25 dataset).

Atoms and positions in Å:
N1 4.24 -1.81 -4.59
C1 3.05 -2.10 -5.11
C2 1.87 -1.64 -4.50
C3 1.95 -0.76 -3.38
C4 3.21 -0.51 -2.85
C5 4.34 -1.11 -3.47
C6 0.72 -0.13 -2.76
Pt1 0.78 0.26 -0.64
P1 -1.28 1.80 0.75
C7 0.54 1.28 -2.38
C8 -0.81 1.96 -2.52
C9 -1.04 3.24 -1.95
C10 -2.31 3.72 -1.80
C11 -3.50 2.93 -2.16
C12 -3.13 1.94 -3.20
C13 -1.87 1.38 -3.24
Br1 -4.24 1.53 -0.90
H1 -0.16 -0.65 -3.17
H2 1.38 1.98 -2.55
H3 0.91 -1.90 -4.96
H4 3.35 0.13 -1.98
H5 2.99 -2.67 -6.04
H6 5.35 -0.99 -3.05
H7 -0.16 3.83 -1.63
H8 -1.67 0.46 -3.81
H9 -2.49 4.72 -1.44
H10 -3.97 1.51 -3.75
P2 1.86 -0.48 1.40
C14 -2.72 2.92 1.07
C15 -2.74 4.39 1.18
H11 -3.74 2.51 0.99
H12 -4.36 3.63 -2.31
H13 -3.42 4.71 0.38
H14 -3.15 4.79 2.13
H15 -1.78 4.88 0.98
C16 -0.06 3.03 1.53
C17 -0.18 3.15 3.05
H16 -0.33 3.99 1.09
H17 0.93 2.86 1.09
H18 0.78 3.50 3.47
H19 -0.93 3.92 3.30
H20 -0.44 2.22 3.55
C18 -1.91 0.57 2.07
C19 -2.87 1.13 3.13
H21 -1.04 0.12 2.56
H22 -2.39 -0.26 1.51
H23 -2.58 0.79 4.13
H24 -2.85 2.23 3.12
H25 -3.90 0.81 2.92
C20 0.80 -1.58 2.47
C21 1.38 -2.08 3.81
H26 0.42 -2.42 1.86
H27 -0.09 -0.98 2.71
H28 2.18 -2.81 3.66
H29 1.72 -1.27 4.46
H30 0.57 -2.60 4.35
C22 2.25 0.89 2.60
C23 3.47 1.73 2.20
H31 2.44 0.42 3.59
H32 1.36 1.53 2.73
H33 4.35 1.46 2.81
H34 3.75 1.64 1.14
H35 3.26 2.79 2.39
C24 3.49 -1.36 1.46
C25 3.56 -2.76 0.86
H36 3.76 -1.43 2.52
H37 4.23 -0.71 0.98
H38 3.40 -2.76 -0.22
H39 4.55 -3.19 1.04
H40 2.84 -3.45 1.32
N2 -3.59 -5.23 -0.64
C26 -2.24 -5.30 -0.91
O1 -1.63 -6.36 -0.97
C27 -1.56 -3.98 -1.09
C28 -2.23 -2.76 -0.98
C29 -1.49 -1.59 -0.82
N3 -0.15 -1.63 -0.84
C30 0.50 -2.76 -1.16
C31 -0.16 -3.97 -1.25
H41 -4.02 -6.08 -0.32
H42 -4.07 -4.36 -0.44
H43 -3.32 -2.66 -1.03
H44 -1.95 -0.62 -0.68
H45 1.58 -2.68 -1.36
H46 0.42 -4.88 -1.45

Results
**Charge**: +4
**E_LUMO (alpha / beta)**: -0.45844 / -0.57498 hartree
**DFT total energy**: -4822.5858 hartree
**E_HOMO (alpha / beta)**: -17.17 / -18.75 eV
**2S+1**: 5
**ΔE to the lowest compared entry with this formula, charge and spin**: 3.5143 eV



(5)
# C31H46BrN3OP2Sr

C31H46BrN3OP2Sr as an isolated structure in a non-equilibrium geometry (ωB97M-V/def2-TZVPD, the OMol25 dataset).

Atoms and positions in Å:
N1 -5.32 4.79 -3.46
C1 -5.10 5.42 -2.30
C2 -3.95 5.18 -1.53
C3 -3.01 4.22 -1.98
C4 -3.24 3.66 -3.27
C5 -4.43 3.94 -3.96
C6 -1.85 3.74 -1.23
Sr1 0.55 3.50 -0.01
P1 4.76 0.04 0.10
C7 -0.95 2.84 -1.86
C8 -0.95 1.39 -1.62
C9 -0.23 0.52 -2.48
C10 -0.14 -0.82 -2.20
C11 -0.51 -1.36 -0.90
C12 -1.35 -0.49 -0.11
C13 -1.55 0.82 -0.48
Br1 1.52 -1.62 0.18
H1 -1.82 3.93 -0.14
H2 -0.27 3.23 -2.66
H3 -3.83 5.67 -0.56
H4 -2.56 2.91 -3.67
H5 -5.86 6.13 -1.97
H6 -4.61 3.45 -4.92
H7 0.23 0.97 -3.36
H8 -2.22 1.48 0.10
H9 0.29 -1.50 -2.92
H10 -1.74 -0.83 0.85
P2 -0.87 -3.19 -0.82
C14 3.88 1.64 0.13
C15 4.99 2.66 -0.16
H11 3.39 1.78 1.09
H12 3.12 1.63 -0.66
H13 4.72 3.67 0.17
H14 5.92 2.37 0.36
H15 5.22 2.69 -1.24
C16 4.07 -0.64 -1.44
C17 4.86 -1.78 -2.04
H16 3.95 0.20 -2.15
H17 3.05 -0.99 -1.17
H18 4.48 -1.98 -3.05
H19 5.92 -1.50 -2.13
H20 4.78 -2.70 -1.46
C18 4.38 -1.23 1.39
C19 5.48 -1.55 2.41
H21 4.15 -2.16 0.84
H22 3.46 -0.91 1.89
H23 5.09 -2.25 3.16
H24 6.33 -2.02 1.92
H25 5.82 -0.65 2.93
C20 -0.80 -3.74 0.90
C21 -1.21 -5.18 1.21
H26 -1.41 -3.04 1.48
H27 0.25 -3.56 1.19
H28 -2.30 -5.29 1.32
H29 -0.85 -5.90 0.47
H30 -0.74 -5.45 2.17
C22 0.29 -4.15 -1.81
C23 0.09 -4.15 -3.33
H31 0.18 -5.16 -1.41
H32 1.30 -3.81 -1.55
H33 -0.74 -4.80 -3.62
H34 -0.10 -3.15 -3.74
H35 1.00 -4.55 -3.80
C24 -2.55 -3.77 -1.24
C25 -3.63 -3.18 -0.33
H36 -2.47 -4.85 -1.08
H37 -2.75 -3.60 -2.30
H38 -3.70 -2.09 -0.39
H39 -4.61 -3.60 -0.63
H40 -3.46 -3.47 0.71
N2 -1.02 0.57 6.14
C26 -1.77 1.66 5.79
O1 -2.61 2.15 6.54
C27 -1.53 2.19 4.41
C28 -0.83 1.47 3.44
C29 -0.57 2.04 2.21
N3 -1.03 3.28 1.87
C30 -1.80 3.96 2.77
C31 -2.07 3.43 4.02
H41 -1.08 0.28 7.10
H42 -0.20 0.30 5.64
H43 -0.48 0.45 3.62
H44 0.00 1.48 1.44
H45 -2.15 4.94 2.44
H46 -2.70 3.98 4.72

Results
**Charge**: +2
**E_LUMO**: -0.26697 hartree
**DFT total energy**: -4735.1591 hartree
**E_HOMO**: -11.80 eV
**ΔE to the lowest compared entry with this formula, charge and spin**: 2.8202 eV